(w)
C17H26GeN3O7STa | ωB97M-V/def2-TZVPD

Each line ends with the Löwdin spin population.
Cartesian coordinates (Å):
Ta: 0.014 -0.247 0.366  0.81
O: 4.544 -1.871 -2.455  0.00
C: 3.794 -1.986 -1.332  0.00
O: 3.804 -2.961 -0.638  0.00
C: 3.003 -0.716 -1.117  0.00
O: 2.300 -0.701 0.087  0.03
C: 3.010 -0.397 1.293  0.00
C: 2.223 0.651 2.095  0.01
O: 2.427 0.693 3.300  0.00
O: 0.185 -1.207 1.840  -0.02
H: 4.928 -2.745 -2.610  0.00
H: 3.678 0.142 -1.207  0.00
H: 2.270 -0.666 -1.922  0.00
H: 3.061 -1.295 1.909  0.00
H: 4.021 -0.059 1.048  0.00
O: -1.948 0.511 0.633  0.04
N: -3.032 -0.280 0.624  0.02
C: -4.110 0.213 1.268  0.00
C: -5.291 -0.470 1.306  0.00
C: -5.348 -1.709 0.651  0.00
C: -4.241 -2.191 0.013  0.00
C: -3.014 -1.482 -0.015  0.01
S: -1.614 -2.049 -0.770  0.03
H: -3.926 1.171 1.731  0.00
H: -6.136 -0.057 1.835  0.00
H: -6.264 -2.287 0.658  0.00
H: -4.255 -3.148 -0.490  0.00
N: -0.419 -2.423 -4.395  0.00
C: -0.539 -3.581 -3.675  0.00
C: 0.639 -3.715 -3.010  0.00
N: 1.485 -2.669 -3.303  0.00
C: 0.812 -1.915 -4.136  0.00
H: -1.138 -1.980 -4.936  0.00
H: -1.444 -4.159 -3.661  0.00
H: 0.915 -4.476 -2.300  0.00
H: 1.149 -0.980 -4.555  0.00
C: 0.580 1.304 -2.617  0.00
O: 0.303 0.571 -1.495  0.02
H: 0.492 2.388 -2.438  0.00
H: -0.109 1.066 -3.446  0.00
H: 1.603 1.137 -3.003  0.00
C: 1.435 3.950 3.459  0.00
Ge: 0.292 2.693 2.463  0.01
C: -0.879 3.771 1.295  0.00
C: -0.821 1.730 3.748  0.00
C: 1.268 1.454 1.344  0.02
H: 0.830 4.626 4.067  0.00
H: 2.044 4.551 2.781  0.00
H: 2.095 3.375 4.108  0.00
H: -1.463 4.491 1.873  0.00
H: -1.561 3.109 0.759  0.00
H: -0.287 4.321 0.559  0.00
H: -1.399 2.426 4.361  0.00
H: -0.175 1.127 4.386  0.00
H: -1.499 1.056 3.225  0.00
H: 1.706 1.894 0.443  0.00

The highest occupied orbital energy (spin up / spin down) is -2.597 / -4.711 eV. The HOMO-LUMO gap (spin up / spin down) comes out at 5.148 / 7.254 eV. As for the multiplicity: 2. The LUMO energy (spin up / spin down) comes out at 2.550 / 2.543 eV. As for the molecular weight: 670.03 g mol⁻¹. The net charge is -1.

=====

(x)
C17H26GeN3O7STa | ωB97M-V/def2-TZVPD

Each line ends with the Löwdin spin population.
Cartesian coordinates (Å):
Ta: -0.209 1.518 -0.110  0.74
O: -1.733 2.296 3.446  0.00
C: -1.542 1.384 2.430  0.01
O: -1.549 2.005 1.176  0.02
C: -2.540 0.223 2.431  0.00
O: -1.810 -0.910 1.988  0.01
C: -0.544 -0.862 2.657  0.00
C: -0.145 0.648 2.699  0.01
O: 0.455 1.075 3.760  0.00
O: 0.645 0.868 1.424  0.01
H: -0.867 2.210 3.931  0.00
H: -3.376 0.382 1.751  0.00
H: -2.907 0.064 3.455  0.00
H: -0.040 -2.833 2.047  0.00
H: -0.700 -1.133 3.713  0.00
O: -1.328 2.737 -1.479  0.01
N: -0.953 3.063 -2.713  0.00
C: -1.911 2.991 -3.661  0.00
C: -1.655 3.311 -4.963  0.00
C: -0.354 3.730 -5.292  0.00
C: 0.596 3.817 -4.316  0.00
C: 0.327 3.500 -2.956  0.01
S: 1.449 3.642 -1.719  0.07
H: -2.863 2.656 -3.278  0.00
H: -2.444 3.247 -5.697  0.00
H: -0.104 3.986 -6.313  0.00
H: 1.602 4.141 -4.537  0.00
N: -2.310 -1.782 -3.308  0.00
C: -2.396 -2.486 -2.128  0.00
C: -2.197 -1.570 -1.137  0.01
N: -1.992 -0.330 -1.686  0.04
C: -2.063 -0.486 -2.980  0.00
H: -2.390 -2.153 -4.236  0.00
H: -2.585 -3.545 -2.105  0.00
H: -2.168 -1.704 -0.066  0.00
H: -1.914 0.281 -3.725  0.00
C: 1.267 -0.647 -2.013  0.00
O: 0.776 0.483 -1.388  0.02
H: 1.718 -0.390 -2.980  0.00
H: 0.468 -1.381 -2.189  0.00
H: 2.037 -1.130 -1.399  0.00
C: 3.156 -3.238 1.529  0.00
Ge: 2.221 -1.966 2.725  0.00
C: 3.240 -0.296 2.805  0.00
C: 2.120 -2.787 4.519  0.00
C: 0.398 -1.828 1.986  0.00
H: 4.138 -3.497 1.927  0.00
H: 3.297 -2.790 0.544  0.00
H: 2.584 -4.159 1.405  0.00
H: 3.891 -0.306 3.682  0.00
H: 2.553 0.542 2.891  0.00
H: 3.864 -0.181 1.917  0.00
H: 3.116 -3.056 4.877  0.00
H: 1.506 -3.689 4.506  0.00
H: 1.682 -2.084 5.227  0.00
H: 0.484 -1.579 0.926  0.00

The highest occupied orbital energy (spin up / spin down) is -3.246 / -4.472 eV. The HOMO-LUMO gap (spin up / spin down) comes out at 5.537 / 6.755 eV. As for the multiplicity: 2. The LUMO energy (spin up / spin down) comes out at 2.291 / 2.283 eV. As for the molecular weight: 670.03 g mol⁻¹. The net charge is -1.

=====

Computed stability ranking, most favorable first: (w), (x)

=====

(w)
CClO2S | ωB97M-V/def2-TZVPD

Each line ends with the natural charge from an NBO analysis.
Cartesian coordinates (Å):
C: -1.546 0.741 -0.264  0.27
O: -2.059 1.778 0.012  -0.59
O: 1.248 -1.484 0.076  -0.92
S: -0.735 -0.567 -0.112  0.21
Cl: 2.667 -0.568 0.039  0.03

The highest occupied orbital energy is -3.388 eV. The HOMO-LUMO gap comes out at 7.255 eV. The LUMO energy comes out at 3.867 eV. As for the molecular weight: 111.53 g mol⁻¹. The net charge is -1.

=====

(x)
CClO2S | ωB97M-V/def2-TZVPD

Each line ends with the natural charge from an NBO analysis.
Cartesian coordinates (Å):
C: 1.644 0.020 -0.049  1.03
O: 1.577 -1.119 0.047  -0.51
O: 1.862 1.154 -0.005  -0.53
S: -2.944 0.877 0.015  -0.67
Cl: -2.139 -0.932 -0.009  -0.33

The highest occupied orbital energy is -2.436 eV. The HOMO-LUMO gap comes out at 5.572 eV. The LUMO energy comes out at 3.136 eV. As for the molecular weight: 111.53 g mol⁻¹. The net charge is -1.

=====

Computed stability ranking, most favorable first: (x), (w)

=====

(w)
C4H4ClFOS | ωB97M-V/def2-TZVPD

Each line ends with the natural charge from an NBO analysis.
Cartesian coordinates (Å):
C: -2.831 1.224 -0.127  -0.26
C: -0.710 -0.029 0.008  0.18
C: 0.759 0.101 -0.022  -0.26
C: 1.312 1.320 0.050  0.31
H: -3.125 0.317 -0.604  0.21
H: -3.326 1.234 0.882  0.19
H: -3.123 2.120 -0.679  0.20
H: 0.780 2.202 0.161  0.19
O: -1.406 1.181 -0.021  -0.52
F: 2.643 1.500 0.099  -0.31
S: -1.512 -1.431 0.122  -0.03
Cl: 1.722 -1.271 -0.111  0.09

The highest occupied orbital energy is -9.148 eV. As for the SMILES: COC(=S)/C(Cl)=C/F. The HOMO-LUMO gap comes out at 8.655 eV. The LUMO energy comes out at -0.493 eV. As for the molecular weight: 154.59 g mol⁻¹. The net charge is 0.

=====

(x)
C4H4ClFOS | ωB97M-V/def2-TZVPD

Each line ends with the natural charge from an NBO analysis.
Cartesian coordinates (Å):
C: 0.167 0.084 0.350  0.11
C: 1.384 0.367 -0.397  -0.25
C: -1.079 0.136 -0.570  -0.27
C: -0.880 1.169 0.478  0.19
H: 1.030 -1.331 1.214  0.49
H: 1.314 1.164 -1.126  0.22
H: -0.902 0.383 -1.585  0.24
H: -1.424 1.182 1.407  0.22
O: 0.212 -0.816 1.374  -0.67
F: -0.553 2.425 0.004  -0.34
S: 2.752 -0.526 -0.281  0.02
Cl: -2.255 -1.106 -0.330  0.03

The highest occupied orbital energy is -9.505 eV. As for the SMILES: O[C@]1(C=S)[C@@H](F)[C@@H]1Cl. The HOMO-LUMO gap comes out at 8.753 eV. The LUMO energy comes out at -0.752 eV. As for the molecular weight: 154.59 g mol⁻¹. The net charge is 0.

=====

Computed stability ranking, most favorable first: (w), (x)